# 1
DFT (wB97M-V/def2-TZVPD) results for a molecular structure, C20H62BrFeO12.

Results
HOMO level (alpha / beta), eV: -5.10 / -4.48
F_max, eV/A: 4.32
Multiplicity: 5
<S²>: 6.01
LUMO level (alpha / beta), Eh: 0.0769 / 0.0769
Charge: -1
Kohn-Sham gap (alpha / beta), eV: 7.19 / 6.57

Each line ends with the Mulliken charge.
Element x y z (Å)
Fe -2.533 0.486 -2.134  0.356
O -0.706 0.187 -1.282  -0.487
H 0.172 -0.006 -0.901  -0.043
O -3.320 2.305 -1.860  -0.895
H -3.528 2.228 -0.909  0.151
Br -3.654 -1.592 -3.069  -0.775
C 5.808 -3.083 -2.887  -1.317
C 4.393 -2.951 -2.317  0.292
O 3.970 -1.799 -2.968  -0.526
H 6.645 -2.704 -2.301  0.323
H 5.892 -2.896 -3.958  0.302
H 6.114 -4.129 -2.890  0.403
H 4.225 -2.890 -1.241  0.284
H 3.769 -3.780 -2.649  -0.036
H 3.157 -1.476 -2.573  0.228
C -0.149 -0.292 -4.870  -0.802
C -1.133 0.794 -5.081  -0.296
O -1.674 1.250 -3.880  -0.236
H 0.796 -0.021 -4.399  0.219
H 0.103 -0.742 -5.831  0.438
H -0.502 -1.167 -4.325  -0.063
H -1.880 0.417 -5.779  0.267
H -0.683 1.626 -5.624  0.346
H -1.951 2.159 -4.020  0.187
C -4.872 -1.561 0.919  -0.781
C -4.747 -0.082 0.614  -0.400
O -3.457 0.247 0.187  -0.007
H -5.786 -1.711 1.494  0.372
H -3.936 -1.939 1.328  -0.048
H -5.060 -2.206 0.060  0.355
H -4.814 0.409 1.585  0.291
H -5.516 0.233 -0.091  0.428
H -2.838 0.378 0.909  -0.082
C 4.246 1.718 2.539  -0.675
C 3.424 0.643 3.367  0.014
O 4.364 -0.078 4.132  -0.582
H 3.641 2.235 1.794  0.064
H 5.114 1.315 2.017  0.318
H 4.473 2.348 3.399  0.269
H 2.975 -0.139 2.754  0.086
H 2.698 1.142 4.009  0.216
H 4.788 -0.742 3.584  0.322
C 0.018 -2.521 1.639  -0.339
C 0.172 -3.972 1.584  -0.509
O -0.409 -4.527 2.784  -0.527
H -0.913 -2.171 1.193  -0.127
H 0.894 -2.145 1.110  0.132
H 0.086 -2.141 2.658  0.518
H 1.239 -4.141 1.728  0.358
H -0.297 -4.413 0.705  0.212
H -0.036 -5.406 2.881  0.276
C 2.240 2.608 -0.499  -0.745
C 1.461 2.946 -1.729  -0.473
O 0.065 2.699 -1.446  -0.025
H 2.089 3.384 0.251  0.229
H 3.328 2.626 -0.557  0.586
H 1.920 1.589 -0.279  0.077
H 1.750 2.334 -2.583  0.202
H 1.650 3.945 -2.123  0.459
H -0.045 1.753 -1.567  0.036
C -2.662 -0.648 3.990  -0.059
C -3.422 -1.918 4.558  -0.564
O -2.902 -2.352 5.752  -0.531
H -3.241 -0.150 3.212  -0.118
H -1.796 -1.119 3.526  -0.197
H -2.332 0.126 4.683  0.459
H -3.576 -2.591 3.714  0.352
H -4.414 -1.498 4.726  0.278
H -2.712 -3.291 5.696  0.334
C -0.114 6.592 -0.705  -0.980
C -1.326 5.776 -0.235  -0.184
O -1.872 4.838 -1.184  -0.503
H 0.799 6.012 -0.571  0.161
H -0.054 7.530 -0.153  0.390
H -0.243 6.956 -1.725  0.254
H -2.157 6.448 -0.017  0.427
H -1.061 5.406 0.756  0.128
H -1.244 4.119 -1.291  0.279
C 0.891 -4.521 -1.988  -1.523
C 0.108 -3.249 -1.908  0.467
O 1.011 -2.126 -1.918  0.103
H 0.298 -5.424 -2.129  0.415
H 1.555 -4.726 -1.149  0.282
H 1.584 -4.437 -2.825  0.365
H -0.527 -3.096 -1.035  -0.069
H -0.622 -3.127 -2.708  0.237
H 0.407 -1.380 -1.924  -0.304
C -0.633 2.101 3.133  -1.570
C -0.105 1.669 1.744  0.911
O -0.788 0.554 1.374  0.525
H -1.714 2.049 3.263  0.377
H -0.336 3.104 3.442  0.437
H -0.275 1.417 3.902  0.329
H 0.947 1.407 1.847  -0.257
H -0.132 2.548 1.100  -0.137
H -0.579 0.417 0.447  -0.333



# 2
DFT (wB97M-V/def2-TZVPD) results for 16 unconnected molecules or ions with the total composition C108H202N19O15.

Results
HOMO level, eV: -20.50
F_max, eV/A: 5.54
Multiplicity: 1
LUMO level, Eh: -0.6139
Charge: +9
Kohn-Sham gap, eV: 3.80

Each line ends with the Mulliken charge.
Element x y z (Å)
C 6.964 7.689 9.704  -0.732
N 6.368 6.710 8.786  -0.005
C 6.001 7.163 7.549  -0.467
C 5.408 6.296 6.613  -0.586
C 5.362 4.939 6.838  0.572
C 5.809 4.480 8.043  -0.682
C 6.336 5.343 9.018  -0.503
C 4.727 4.006 5.820  1.272
C 5.276 2.762 5.532  -1.157
C 4.573 1.910 4.656  -0.389
N 3.369 2.277 4.131  0.890
C 2.897 3.506 4.326  -1.421
C 3.559 4.441 5.107  -0.976
C 2.549 1.328 3.356  -0.829
H 8.030 7.488 9.600  0.381
H 6.537 7.383 10.659  0.361
H 6.675 8.678 9.350  0.276
H 6.098 8.233 7.443  0.402
H 5.046 6.721 5.688  0.502
H 5.817 3.450 8.366  0.479
H 6.812 4.911 9.886  0.465
H 6.087 2.425 6.162  0.750
H 4.866 0.901 4.406  0.518
H 2.004 3.799 3.793  1.428
H 3.120 5.408 5.303  0.707
H 2.851 1.265 2.311  -0.031
H 1.507 1.622 3.477  0.159
H 2.692 0.320 3.746  0.495
C 0.330 5.039 -7.970  -1.270
N -0.237 3.747 -8.508  0.178
C -1.574 3.628 -8.563  -0.444
C -2.121 2.465 -9.091  -0.389
C -1.289 1.433 -9.508  0.982
C 0.127 1.575 -9.372  -0.006
C 0.614 2.822 -8.923  -0.612
C -1.856 0.371 -10.325  -0.449
C -1.981 -0.905 -9.709  -0.412
C -2.590 -1.924 -10.399  -0.735
N -2.984 -1.729 -11.686  0.114
C -2.876 -0.522 -12.308  -0.314
C -2.313 0.552 -11.614  -0.541
C -3.483 -2.844 -12.552  -0.923
H 1.239 5.367 -8.474  0.425
H 0.355 5.073 -6.881  0.386
H -0.346 5.827 -8.304  0.507
H -2.229 4.406 -8.198  0.462
H -3.169 2.213 -9.154  0.603
H 0.786 0.781 -9.690  0.498
H 1.673 3.028 -8.985  0.575
H -1.600 -1.061 -8.710  0.534
H -2.685 -2.943 -10.055  0.538
H -3.116 -0.500 -13.361  0.427
H -2.143 1.505 -12.093  0.600
H -3.404 -2.700 -13.630  0.335
H -4.532 -2.998 -12.296  0.383
H -2.997 -3.807 -12.394  0.357
C 2.245 6.939 -1.936  -0.771
N 3.122 5.986 -1.213  0.259
C 4.159 5.418 -1.857  -0.527
C 5.061 4.543 -1.258  -0.587
C 4.927 4.252 0.106  0.582
C 3.862 4.851 0.784  -0.459
C 2.954 5.692 0.111  -0.876
C 5.900 3.312 0.819  0.446
C 6.182 2.100 0.237  -0.422
C 7.046 1.180 0.940  -0.522
N 7.558 1.562 2.105  0.291
C 7.277 2.729 2.699  -0.936
C 6.405 3.631 2.041  -0.214
C 8.576 0.728 2.749  -0.820
H 2.558 7.135 -2.961  0.256
H 2.456 7.895 -1.456  0.427
H 1.213 6.588 -1.973  0.288
H 4.245 5.751 -2.881  0.518
H 5.870 4.160 -1.862  0.785
H 3.645 4.468 1.770  0.407
H 2.019 6.071 0.496  0.683
H 5.785 1.880 -0.743  0.321
H 7.348 0.176 0.680  0.148
H 7.744 2.949 3.647  0.691
H 6.318 4.608 2.493  0.719
H 8.385 0.465 3.789  0.381
H 9.454 1.374 2.767  0.464
H 8.875 -0.102 2.109  0.039
C -5.554 -2.384 0.761  -1.412
C -4.894 -1.660 -0.426  -0.145
C -3.798 -0.689 -0.147  0.451
C -3.005 -0.249 -1.296  -0.657
N -1.988 0.829 -0.936  1.476
C -2.513 2.114 -0.225  -0.109
C -2.078 3.290 -1.067  -0.037
C -2.006 2.712 -2.495  -1.189
C -1.421 1.340 -2.299  0.700
C -0.929 0.237 0.001  0.100
H -6.052 -1.700 1.448  0.393
H -4.818 -2.965 1.316  0.062
H -6.313 -3.071 0.385  0.496
H -5.634 -1.105 -1.002  0.626
H -4.589 -2.463 -1.096  -0.531
H -3.033 -1.126 0.494  -0.325
H -4.237 0.184 0.337  0.390
H -3.649 0.214 -2.043  0.815
H -2.450 -1.063 -1.761  -0.293
H -2.082 2.279 0.763  -0.437
H -3.601 2.086 -0.165  0.475
H -1.111 3.694 -0.769  -0.379
H -2.700 4.181 -0.983  0.727
H -1.394 3.331 -3.150  0.403
H -2.986 2.494 -2.922  0.368
H -0.331 1.355 -2.322  -0.384
H -1.727 0.579 -3.017  -0.444
H -0.402 -0.553 -0.535  -0.315
H -1.253 -0.127 0.976  -0.058
H -0.223 1.060 0.118  0.088
C -0.085 2.581 7.794  -1.649
C 0.271 3.335 6.473  0.557
C -0.798 4.370 5.983  -0.364
C -0.564 4.795 4.584  0.242
N -1.313 6.133 4.171  0.358
C -2.854 5.855 3.884  -0.086
C -3.035 5.609 2.361  -0.739
C -1.603 5.597 1.753  0.254
C -0.791 6.516 2.764  -1.153
C -0.901 7.334 5.025  -0.863
H -0.881 1.853 7.641  0.209
H -0.344 3.132 8.698  0.394
H 0.699 1.895 8.118  0.459
H 0.338 2.576 5.693  -0.092
H 1.219 3.864 6.564  0.082
H -0.808 5.195 6.696  0.437
H -1.754 3.883 6.176  -0.158
H -0.612 3.929 3.924  -0.208
H 0.469 5.143 4.575  0.029
H -3.414 6.648 4.378  0.488
H -3.135 4.956 4.432  -0.185
H -3.683 6.325 1.856  0.484
H -3.418 4.599 2.215  0.151
H -1.446 6.020 0.760  0.771
H -1.199 4.596 1.901  -0.481
H -1.210 7.517 2.659  0.594
H 0.290 6.598 2.651  0.453
H -1.259 7.130 6.034  0.389
H -1.384 8.205 4.582  0.425
H 0.172 7.501 4.927  0.311
C -4.880 -2.226 6.288  -0.686
C -4.225 -3.630 6.455  -1.175
C -3.300 -4.000 5.286  -0.795
C -2.108 -2.930 4.994  -0.440
N -0.974 -3.594 4.114  0.815
C -0.082 -2.523 3.548  -0.725
C 1.227 -3.256 3.221  1.026
C 1.314 -4.462 4.163  -1.041
C 0.011 -4.411 4.974  -0.674
C -1.502 -4.451 3.034  -1.102
H -5.439 -2.104 7.216  0.383
H -5.560 -2.170 5.439  0.351
H -4.142 -1.436 6.144  0.119
H -4.988 -4.405 6.523  0.452
H -3.739 -3.703 7.428  0.394
H -3.806 -4.072 4.324  0.421
H -2.982 -5.014 5.529  0.413
H -1.611 -2.474 5.850  0.349
H -2.392 -2.073 4.384  0.343
H -0.539 -1.848 2.825  -0.080
H 0.257 -1.929 4.397  0.496
H 1.340 -3.473 2.159  -1.384
H 2.026 -2.563 3.483  0.814
H 1.209 -5.295 3.468  0.437
H 2.222 -4.506 4.764  0.363
H -0.430 -5.331 5.356  0.463
H 0.132 -3.745 5.828  0.423
H -2.037 -5.319 3.418  0.601
H -0.705 -4.835 2.398  0.049
H -2.336 -4.006 2.491  0.142
C 0.464 -2.033 -3.182  1.428
C 1.776 -1.891 -4.041  -1.658
C 2.435 -0.515 -3.894  1.353
C 3.685 -0.333 -4.651  -1.680
N 4.054 1.089 -5.020  0.789
C 3.056 1.617 -6.083  0.408
C 3.645 1.469 -7.358  -0.489
C 5.017 0.839 -7.199  -1.134
C 5.393 1.179 -5.760  -0.463
C 4.008 2.019 -3.763  -0.733
H 0.077 -1.028 -3.015  -0.396
H 0.538 -2.403 -2.159  -0.546
H -0.342 -2.571 -3.681  -0.746
H 1.542 -2.186 -5.064  0.592
H 2.455 -2.696 -3.757  0.428
H 2.644 -0.284 -2.849  -0.500
H 1.714 0.258 -4.158  0.655
H 3.598 -0.888 -5.585  0.558
H 4.565 -0.751 -4.163  0.245
H 2.811 2.653 -5.849  -0.134
H 2.068 1.181 -5.935  -0.062
H 3.826 2.445 -7.809  0.445
H 3.202 0.809 -8.104  0.107
H 5.711 1.271 -7.920  0.488
H 4.854 -0.222 -7.390  0.336
H 5.741 2.212 -5.787  0.471
H 6.105 0.522 -5.262  0.351
H 2.975 1.906 -3.434  0.313
H 4.115 3.052 -4.095  -0.011
H 4.833 1.647 -3.156  0.361
C -4.023 -8.539 1.164  -1.455
C -2.800 -7.709 1.537  -0.244
C -1.561 -8.138 0.772  -0.243
C -1.688 -7.973 -0.815  -0.135
N -0.330 -8.245 -1.585  0.054
C 0.865 -7.573 -0.889  -0.032
C 1.948 -7.475 -1.919  0.160
C 1.221 -7.380 -3.250  -1.178
C -0.272 -7.706 -3.039  0.248
C -0.189 -9.790 -1.664  -0.939
H -4.812 -8.487 1.913  0.411
H -3.743 -9.579 0.995  0.321
H -4.321 -8.160 0.186  0.332
H -2.602 -7.607 2.605  0.536
H -3.034 -6.682 1.257  -0.135
H -1.448 -9.182 1.064  0.413
H -0.771 -7.589 1.284  0.107
H -1.935 -6.943 -1.072  -0.171
H -2.408 -8.601 -1.340  0.594
H 1.026 -8.106 0.048  0.704
H 0.554 -6.559 -0.637  -0.382
H 2.683 -8.249 -1.698  0.520
H 2.402 -6.494 -1.785  -0.635
H 1.724 -8.179 -3.795  0.342
H 1.376 -6.427 -3.756  0.597
H -0.740 -8.482 -3.645  0.678
H -0.777 -6.740 -3.067  -0.654
H -0.986 -10.328 -2.178  0.373
H -0.103 -10.042 -0.607  0.398
H 0.721 -10.104 -2.175  0.383
C 10.029 -2.311 0.275  -1.635
C 8.755 -2.704 0.811  -0.351
C 7.638 -2.739 -0.308  -0.475
C 6.426 -3.483 0.296  -0.974
N 5.139 -3.451 -0.645  1.166
C 4.368 -2.081 -0.573  0.326
C 3.004 -2.432 0.025  1.116
C 2.807 -3.870 -0.300  0.880
C 4.137 -4.366 0.102  -1.594
C 5.443 -3.741 -2.112  -1.092
H 9.960 -1.513 -0.464  0.376
H 10.599 -3.116 -0.188  0.386
H 10.751 -1.872 0.963  0.410
H 8.399 -2.091 1.639  0.333
H 8.929 -3.697 1.226  0.468
H 7.940 -3.240 -1.228  0.524
H 7.357 -1.723 -0.583  0.271
H 6.144 -2.945 1.201  0.325
H 6.674 -4.494 0.619  0.599
H 4.165 -1.664 -1.559  -0.869
H 4.909 -1.397 0.082  0.009
H 2.257 -1.817 -0.476  -0.638
H 3.102 -2.287 1.101  0.110
H 2.717 -4.097 -1.363  -0.195
H 1.980 -4.345 0.227  -0.016
H 4.381 -5.378 -0.221  0.476
H 4.246 -4.314 1.185  0.347
H 6.019 -2.938 -2.570  0.393
H 4.506 -3.718 -2.668  0.279
H 5.886 -4.736 -2.097  0.378
C -4.795 0.559 -6.910  -0.326
C -6.088 -0.261 -6.596  -1.212
C -5.902 -1.415 -5.602  -0.190
C -5.040 -2.517 -6.187  -0.330
N -4.641 -3.692 -5.207  0.395
C -3.402 -4.491 -5.727  -1.152
C -2.495 -4.632 -4.562  0.529
C -3.337 -4.429 -3.304  0.975
C -4.245 -3.273 -3.732  -0.969
C -5.900 -4.666 -5.043  -0.956
H -4.056 -0.086 -7.386  -0.069
H -4.252 0.997 -6.073  0.043
H -5.096 1.391 -7.546  0.489
H -6.316 -0.646 -7.590  0.384
H -6.959 0.348 -6.355  0.450
H -6.876 -1.825 -5.333  0.508
H -5.578 -1.104 -4.609  -0.015
H -4.095 -2.094 -6.526  0.024
H -5.473 -3.016 -7.053  0.452
H -3.730 -5.430 -6.173  0.247
H -3.081 -3.994 -6.643  0.421
H -2.067 -5.634 -4.590  0.555
H -1.676 -3.934 -4.734  -0.430
H -3.922 -5.291 -2.984  0.590
H -2.780 -4.101 -2.427  -1.224
H -5.182 -3.192 -3.181  0.818
H -3.593 -2.418 -3.912  -0.048
H -6.058 -5.095 -6.032  0.399
H -6.651 -3.921 -4.779  0.433
H -5.840 -5.312 -4.166  0.254
C -8.910 2.403 4.445  -1.173
C -7.485 3.004 4.247  -0.800
C -6.509 2.454 5.406  0.038
C -6.784 3.090 6.830  -0.709
N -6.041 2.625 8.069  0.254
C -4.498 2.523 7.852  -0.056
C -4.034 1.215 8.727  -0.402
C -5.305 0.634 9.356  -0.918
C -6.378 1.102 8.372  -0.452
C -6.374 3.628 9.233  -0.921
H -9.227 2.510 5.483  0.279
H -8.849 1.376 4.084  0.299
H -9.676 2.859 3.818  0.381
H -7.542 4.090 4.310  0.432
H -7.097 2.648 3.293  0.310
H -5.542 2.807 5.049  -0.385
H -6.433 1.370 5.314  0.391
H -7.818 3.154 7.167  0.608
H -6.503 4.135 6.700  0.376
H -4.046 3.493 8.058  0.379
H -4.265 2.270 6.818  -0.251
H -3.337 1.435 9.536  0.319
H -3.524 0.578 8.004  0.287
H -5.406 1.039 10.363  0.384
H -5.183 -0.447 9.425  0.435
H -7.424 1.117 8.678  0.447
H -6.357 0.602 7.404  0.221
H -6.187 4.664 8.949  0.374
H -5.814 3.413 10.143  0.393
H -7.439 3.593 9.461  0.386
N -0.973 -3.885 -0.438  0.040
O -0.515 -4.393 -1.484  -0.165
O -1.978 -4.435 0.056  -0.635
O -0.494 -2.932 0.130  -0.116
N 2.042 2.460 -0.375  0.159
O 2.892 1.533 -0.509  -0.177
O 1.511 2.640 0.699  -0.137
O 1.719 3.142 -1.282  -0.586
N 3.668 5.307 -5.729  1.094
O 2.726 5.356 -4.923  -0.586
O 4.830 5.347 -5.331  -0.662
O 3.367 5.105 -6.899  -0.664
N -1.331 0.096 -5.919  0.663
O -0.353 -0.279 -6.529  -0.711
O -1.594 1.256 -5.661  -0.557
O -2.129 -0.779 -5.489  -0.103
N -2.929 1.295 3.547  0.523
O -4.113 0.972 3.578  -0.649
O -2.546 2.442 3.425  -0.333
O -2.171 0.374 3.480  -0.414



# 3
DFT (wB97M-V/def2-TZVPD) results for a single C4H7NO2 molecule.

Results
HOMO level, eV: -9.64
F_max, eV/A: 4.24
Multiplicity: 1
Structure (SMILES): O=CNOC1CC1
LUMO level, Eh: 0.0267
ΔE to the lowest compared entry with this formula, charge and spin, kcal/mol: 148.76
Kohn-Sham gap, eV: 10.36

Each line ends with the Mulliken charge.
Element x y z (Å)
C 2.159 0.085 -0.029  0.240
C -0.906 -0.543 0.254  0.144
C -2.027 0.225 -0.513  -0.513
C -0.727 0.956 0.123  -0.623
H 2.855 -0.191 0.912  0.134
H 1.961 -1.784 0.497  0.266
H -0.773 -1.039 1.408  0.275
H -3.100 0.096 -0.046  0.249
H -2.024 0.247 -1.664  0.237
H -0.151 1.725 -0.527  0.304
H -0.945 1.567 1.024  0.231
N 1.451 -1.081 -0.235  -0.174
O 2.112 1.152 -0.556  -0.472
O 0.115 -1.412 -0.650  -0.297